An isolated ion of composition C5H7O3 and charge +1 in a non-equilibrium geometry, computed with wB97M-V/def2-TZVPD.

```
15
Properties=species:S:1:pos:R:3
O -0.052 -0.173 -0.420
O -0.206 1.902 0.621
O -0.786 1.699 -1.622
C 0.524 -0.827 1.907
C 0.353 -1.119 0.581
C -0.706 2.935 -1.833
C -0.272 1.099 -0.186
C 0.308 -2.512 0.052
H -1.129 3.512 -2.584
H -0.362 -3.102 0.710
H 0.001 -2.471 -0.978
H 0.867 -1.682 2.324
H 1.395 -3.050 0.045
H 0.404 0.147 2.402
H -0.338 3.641 -1.017
```

Values from the calculation:
Charge: +1
Gap between HOMO and LUMO: 0.2660 hartree
Relative energy (zero: lowest compared OMol25 entry of this formula, charge and spin): 25.6 kcal/mol
LUMO energy: -6.34 eV

***

A 2-piece molecular cluster, C3H6BrNO3S overall in a non-equilibrium geometry, computed with wB97M-V/def2-TZVPD.

```
15
Properties=species:S:1:pos:R:3
Br 0.097 2.698 -0.952
S 0.350 0.279 1.512
O 0.233 1.445 2.343
O 1.583 -0.302 0.997
O -1.184 -1.152 -0.848
N -0.571 -0.913 2.079
C -0.833 1.145 -0.563
C -0.398 -0.206 -1.064
C 0.874 -0.431 -1.781
H 1.036 0.415 -2.343
H 1.464 -0.466 -0.909
H -1.428 -0.498 2.475
H -0.502 -1.767 1.685
H -1.818 1.077 -0.245
H 1.099 -1.323 -2.387
```

Values from the calculation:
Gap between HOMO and LUMO (spin up / spin down): 0.2908 / 0.2909 hartree
Relative energy (zero: lowest compared OMol25 entry of this formula, charge and spin): 36.8 kcal/mol
LUMO energy (spin up / spin down): -1.08 / -1.08 eV

***

A 3-piece molecular cluster, C22H57ClN10O2P3S overall in a non-equilibrium geometry, computed with wB97M-V/def2-TZVPD.

```
96
Properties=species:S:1:pos:R:3
Cl 6.766 1.312 2.227
S 5.388 -0.228 -0.945
P 5.521 1.641 -0.624
P -4.794 -2.888 0.168
P 0.574 0.585 -3.855
O 0.684 1.596 -2.778
O -4.109 -1.780 -0.541
N 4.546 2.595 4.320
N 0.131 -0.864 -3.166
N 3.253 2.907 2.314
N 4.704 2.159 0.841
N -5.442 -4.432 -0.104
N -3.566 -3.319 1.303
N -0.164 0.522 -5.374
N 5.252 2.026 2.107
N -6.023 -2.167 1.052
N 2.201 0.358 -4.373
C 0.607 0.716 -6.608
C 1.440 1.844 4.648
C -1.388 1.351 -5.418
C 0.150 -2.099 -3.930
C 1.105 2.682 -0.003
C -5.974 -4.568 -1.476
C 3.001 -0.645 -3.678
C 5.870 2.293 4.882
C 3.614 2.022 6.551
C 4.348 2.513 3.011
C -3.476 -2.484 2.489
C 3.485 2.721 1.028
C -1.018 -0.820 -2.259
C 0.315 3.454 1.061
C 3.560 3.013 5.363
C -6.930 -1.302 0.304
C 2.587 3.065 -0.119
C -2.307 -3.509 0.595
C -4.697 -5.643 0.258
C -6.723 -2.903 2.089
C 2.919 1.618 -4.455
C 2.107 3.199 4.973
H -1.165 2.423 -5.419
H 2.693 2.106 7.120
H 0.827 4.358 1.388
H 2.733 -1.661 -3.953
H -1.049 -1.715 -1.639
H -6.584 -5.467 -1.551
H 3.238 1.985 -3.467
H -2.550 -2.721 3.018
H -7.522 -3.540 1.692
H -7.173 -2.187 2.780
H -6.047 -3.534 2.661
H -4.524 -5.678 1.328
H 1.093 1.693 -6.677
H -6.367 -0.665 -0.375
H -5.181 -4.619 -2.229
H -6.613 -3.715 -1.717
H -7.477 -0.657 0.994
H 4.855 2.409 -1.578
H -0.755 -2.233 -4.535
H 2.931 -0.550 -2.588
H -7.662 -1.875 -0.282
H 2.988 2.629 -1.032
H 2.631 4.153 -0.233
H 6.828 2.104 -0.459
H 1.006 -2.154 -4.595
H -5.323 -6.497 -0.007
H 0.085 2.828 1.910
H 2.299 2.395 -4.903
H 4.413 2.301 7.236
H 3.936 3.958 5.769
H 1.015 1.600 0.092
H 0.870 1.460 5.491
H -0.640 3.769 0.642
H -1.843 -2.567 0.282
H -1.618 -4.026 1.269
H 3.770 1.000 6.212
H 1.357 -0.060 -6.717
H 0.217 -2.937 -3.232
H 1.960 3.890 4.151
H 6.627 2.811 4.298
H -4.287 -2.692 3.183
H -3.741 -5.747 -0.261
H -1.966 1.114 -6.311
H -0.953 0.042 -1.598
H -0.091 0.623 -7.441
H 0.823 1.914 3.769
H -2.018 1.137 -4.552
H 2.192 1.082 4.428
H 3.802 1.496 -5.088
H 6.071 1.227 4.913
H -3.479 -1.410 2.262
H -2.443 -4.124 -0.296
H 4.047 -0.521 -3.965
H -1.968 -0.760 -2.803
H 1.602 3.603 5.850
H 0.685 2.921 -0.977
H 5.929 2.740 5.866
```

Values from the calculation:
Charge: +1
Gap between HOMO and LUMO: 0.2509 hartree
LUMO energy: -3.04 eV

***

A 3-piece molecular cluster, C4H13O4 overall in a non-equilibrium geometry, computed with wB97M-V/def2-TZVPD.

```
21
Properties=species:S:1:pos:R:3
O 0.810 -0.732 0.011
O 0.977 1.033 -1.826
O -0.296 1.634 0.521
O 3.058 -0.042 0.701
C -0.103 -1.736 -0.067
C -2.047 -0.072 -0.239
C -1.573 1.109 0.676
C -1.603 -1.421 0.390
H 2.025 -0.437 0.680
H 2.969 0.636 0.008
H -0.131 -2.035 -1.050
H -2.143 -2.357 0.063
H 0.464 0.949 0.599
H -1.509 -1.430 1.474
H -1.677 0.899 1.757
H -3.152 0.090 -0.566
H -1.302 0.213 -1.124
H 1.436 1.527 -1.275
H 0.698 0.141 -1.338
H 0.285 -2.598 0.555
H -2.405 1.979 0.393
```

Values from the calculation:
Charge: -1
Gap between HOMO and LUMO: 0.3170 hartree
Relative energy (zero: lowest compared OMol25 entry of this formula, charge and spin): 57.7 kcal/mol
LUMO energy: 3.92 eV